# C6H12O

2 unconnected molecules or ions with the total composition C6H12O at a distorted geometry (ωB97M-V/def2-TZVPD, OMol25).

The energy above the lowest of the compared OMol25 structures with the same formula, charge and spin comes out at 67.2 kcal per mole. Its multiplicity is 1. As for the total charge: 0. The value obtained for the LUMO energy is 0.0220 Ha. As for the SMILES: C=C/C(C)=C/C.O. The HOMO-LUMO gap comes out at 8.71 eV.

Last column: natural (NBO) charge in e.
Atoms and positions in Å:
1 C -0.086 1.295 0.163  -0.645
2 C 0.339 -0.146 0.175  -0.074
3 C 0.611 -0.774 1.341  -0.138
4 C 1.356 -0.069 2.492  -0.656
5 C 1.383 -1.878 -1.194  -0.394
6 C 0.536 -0.842 -1.073  -0.193
7 H 0.035 1.745 1.145  0.219
8 H -1.054 1.543 -0.258  0.226
9 H 0.650 1.874 -0.417  0.208
10 H 0.499 -1.829 1.559  0.203
11 H 1.858 0.788 2.058  0.208
12 H 2.040 -0.839 2.842  0.223
13 H 0.741 0.271 3.332  0.214
14 H 2.284 -1.829 -0.603  0.207
15 H 1.381 -2.447 -2.111  0.196
16 H 0.112 -0.307 -1.926  0.196
17 H -4.196 0.467 -2.012  0.486
18 H -4.135 1.956 -2.742  0.486
19 O -4.352 1.023 -2.770  -0.972

=====

# C48H45Br3LaN8O3Si

A molecular structure, C48H45Br3LaN8O3Si at a distorted geometry (ωB97M-V/def2-TZVPD, OMol25).

The energy above the lowest of the compared OMol25 structures with the same formula, charge and spin comes out at 0.0 kcal per mole. Its multiplicity is 1. As for the total charge: +1. The value obtained for the LUMO energy is -0.0964 Ha. The HOMO-LUMO gap comes out at 5.98 eV.

Last column: Löwdin charge in e.
Atoms and positions in Å:
1 La 0.150 -0.747 0.795  1.764
2 C 4.384 1.608 1.701  -0.016
3 C 3.199 0.704 1.806  -0.285
4 N 2.516 0.305 0.809  -0.060
5 N 2.888 0.788 -0.438  0.072
6 C 2.195 0.248 -1.410  -0.464
7 O 1.275 -0.653 -1.289  -0.264
8 C 2.488 0.758 -2.789  -0.140
9 C 3.253 1.904 -3.004  -0.032
10 C 3.469 2.367 -4.297  -0.093
11 C 2.928 1.687 -5.387  -0.104
12 C 2.168 0.542 -5.176  -0.072
13 C 1.949 0.084 -3.880  -0.030
14 C 2.725 0.253 3.156  -0.252
15 C 3.246 0.815 4.308  -0.007
16 C 2.773 0.397 5.545  -0.035
17 C 1.807 -0.586 5.597  -0.041
18 C 1.341 -1.102 4.400  -0.132
19 N 1.776 -0.692 3.207  0.019
20 H 4.716 1.662 0.671  0.067
21 H 5.199 1.253 2.335  0.088
22 H 4.114 2.619 2.029  0.098
23 H 3.669 2.423 -2.149  0.111
24 H 4.067 3.257 -4.459  0.109
25 H 3.107 2.044 -6.396  0.111
26 H 1.751 0.004 -6.020  0.108
27 H 1.369 -0.812 -3.700  0.099
28 H 4.003 1.586 4.241  0.115
29 H 3.157 0.844 6.457  0.121
30 H 1.408 -0.944 6.537  0.119
31 H 0.573 -1.869 4.397  0.065
32 O -6.257 -2.827 2.418  0.107
33 C -5.062 -2.398 1.978  -0.296
34 C -4.905 -1.346 1.081  0.024
35 C -3.630 -0.993 0.706  -0.121
36 N -2.534 -1.622 1.171  -0.069
37 C -2.727 -2.613 2.022  -0.724
38 Br -1.137 -3.430 2.664  0.832
39 C -3.944 -3.064 2.465  -0.022
40 H -6.967 -2.290 2.053  0.123
41 H -5.763 -0.808 0.686  0.130
42 H -3.448 -0.173 0.015  0.112
43 H -4.041 -3.887 3.162  0.128
44 Br 4.775 -6.670 0.402  0.822
45 C 3.572 -5.243 0.538  -0.679
46 C 3.839 -4.188 1.380  -0.082
47 C 2.900 -3.176 1.442  -0.107
48 N 1.774 -3.160 0.718  0.043
49 C 1.544 -4.181 -0.116  -0.204
50 C 2.415 -5.252 -0.216  -0.050
51 C 0.310 -4.099 -0.972  -0.201
52 C 0.019 -5.068 -1.920  -0.047
53 C -1.101 -4.905 -2.709  -0.680
54 Br -1.527 -6.200 -3.991  0.817
55 C -1.898 -3.792 -2.564  -0.088
56 C -1.528 -2.876 -1.599  -0.118
57 N -0.468 -3.031 -0.805  0.040
58 H 4.744 -4.147 1.974  0.114
59 H 3.052 -2.337 2.108  0.089
60 H 2.214 -6.091 -0.865  0.101
61 H 0.641 -5.941 -2.053  0.103
62 H -2.777 -3.636 -3.172  0.110
63 H -2.118 -1.977 -1.451  0.094
64 C 0.055 3.369 -4.601  0.030
65 N -0.428 3.043 -3.255  -0.032
66 N -0.992 1.803 -2.987  0.076
67 C -0.839 1.514 -1.650  -0.412
68 O -1.281 0.474 -1.092  -0.159
69 C -0.102 2.603 -1.104  0.045
70 C 0.152 3.480 -2.115  -0.250
71 C 0.929 4.753 -2.103  0.011
72 C -1.765 1.121 -3.974  -0.196
73 C -1.476 -0.201 -4.281  -0.007
74 C -2.198 -0.835 -5.288  -0.065
75 C -3.209 -0.159 -5.965  -0.075
76 C -3.501 1.157 -5.631  -0.066
77 C -2.778 1.800 -4.634  -0.021
78 H -0.495 2.785 -5.330  0.090
79 H 1.118 3.146 -4.704  0.065
80 H -0.123 4.423 -4.800  0.101
81 H 0.201 2.701 -0.069  0.067
82 H 1.235 4.982 -1.086  0.089
83 H 0.329 5.583 -2.483  0.095
84 H 1.827 4.673 -2.725  0.083
85 H -0.677 -0.705 -3.744  0.098
86 H -1.948 -1.853 -5.568  0.106
87 H -3.760 -0.654 -6.758  0.109
88 H -4.292 1.689 -6.149  0.111
89 H -2.995 2.830 -4.369  0.126
90 C 0.581 3.005 2.435  -0.251
91 Si -0.719 1.602 2.372  0.436
92 C -2.306 2.467 1.776  -0.244
93 C -1.173 1.312 4.203  -0.325
94 C -0.531 1.931 5.282  -0.116
95 C -0.984 1.777 6.594  -0.094
96 C -2.099 0.989 6.862  -0.100
97 C -2.745 0.342 5.811  -0.093
98 C -2.282 0.502 4.507  -0.124
99 H 0.121 3.974 2.675  0.039
100 H 1.134 3.112 1.489  -0.006
101 H 1.338 2.795 3.207  0.004
102 H -2.513 3.347 2.401  0.033
103 H -3.164 1.784 1.878  0.006
104 H -2.262 2.787 0.724  0.010
105 H 0.343 2.556 5.105  0.087
106 H -0.472 2.283 7.408  0.101
107 H -2.468 0.888 7.878  0.100
108 H -3.611 -0.283 6.011  0.098
109 H -2.803 -0.017 3.698  0.079

=====

# C11H16F2N2

A single C11H16F2N2 molecule at a distorted geometry (ωB97M-V/def2-TZVPD, OMol25).

The energy above the lowest of the compared OMol25 structures with the same formula, charge and spin comes out at 36.0 kcal per mole. Its multiplicity is 1. As for the total charge: 0. The value obtained for the LUMO energy is 0.0241 Ha. As for the SMILES: CC(C)(C)CCC1=NN1/C=C1/CC1(F)F. The HOMO-LUMO gap comes out at 9.41 eV.

Last column: natural (NBO) charge in e.
Atoms and positions in Å:
1 C 2.917 -1.533 -0.702  0.068
2 C 3.362 -0.314 -0.348  -0.203
3 C 0.835 -1.604 0.435  0.438
4 C -1.930 1.647 0.501  -0.637
5 C -3.600 -0.142 0.012  -0.602
6 C -1.621 0.007 -1.411  -0.619
7 C 4.420 0.708 -0.329  -0.475
8 C 0.161 -0.553 1.166  -0.529
9 C -1.347 -0.684 1.016  -0.364
10 C 2.963 0.992 -0.045  0.659
11 C -2.116 0.218 0.028  -0.111
12 N 1.594 -1.850 -0.710  -0.363
13 N 0.938 -2.827 0.224  -0.203
14 F 2.135 1.711 -0.861  -0.329
15 F 2.694 1.420 1.219  -0.340
16 H 3.578 -2.374 -1.200  0.213
17 H -1.969 1.649 1.573  0.205
18 H -2.659 2.538 0.226  0.225
19 H -1.074 2.263 0.142  0.231
20 H -4.131 -0.127 1.016  0.211
21 H -4.219 0.668 -0.642  0.218
22 H -3.884 -1.172 -0.303  0.221
23 H -0.701 0.391 -1.730  0.220
24 H -1.507 -1.079 -1.716  0.215
25 H -2.390 0.410 -2.217  0.214
26 H 5.264 0.764 0.419  0.245
27 H 4.715 1.100 -1.333  0.226
28 H 0.435 -0.433 2.133  0.262
29 H 0.471 0.464 0.835  0.261
30 H -1.822 -0.472 2.010  0.219
31 H -1.510 -1.785 0.591  0.224

=====

> Among the records above, which one has the highest LUMO energy?

C11H16F2N2